Record 1
This record from OMol25 describes the molecule C22H25N5O4S in a non-equilibrium geometry. The level of theory is wB97M-V/def2-TZVPD.

The geometry in ORCA input format:
```
! wB97M-V def2-TZVPD RIJCOSX def2/J DEFGRID3
* xyz 0 1
C -7.3144 -1.1143 -0.2813
C -6.4742 -0.9103 0.9718
O -5.1436 -1.3876 0.7909
C -4.2764 -0.5540 0.1947
O -4.5657 0.5634 -0.1638
C -2.9368 -1.1591 0.0320
C -2.7019 -2.5156 0.2421
C -1.4425 -3.0460 0.0491
C -0.3951 -2.2222 -0.3616
N 0.8970 -2.6917 -0.5885
C 1.4245 -3.8940 -0.2594
O 0.8377 -4.8250 0.2440
C 2.9147 -3.9848 -0.5916
S 3.9338 -3.0533 0.6004
C 3.8518 -1.4710 -0.1071
N 3.1263 -1.1177 -1.1391
N 3.3535 0.1851 -1.3701
C 4.2088 0.6173 -0.4908
C 4.6109 2.0423 -0.3204
N 3.7734 2.7062 0.6605
C 2.3892 2.7752 0.4596
C 1.8239 2.9313 -0.8002
C 0.4556 3.0754 -0.9536
C -0.3847 3.0590 0.1522
O -1.7418 3.1856 0.1157
C -2.3704 3.4081 -1.1235
C 0.1778 2.8922 1.4179
C 1.5391 2.7512 1.5660
N 4.5677 -0.4067 0.3545
C 5.4552 -0.3951 1.4809
C -0.6252 -0.8589 -0.5645
C -1.8832 -0.3371 -0.3663
H -6.9063 -0.5254 -1.0990
H -8.3357 -0.7959 -0.0925
H -7.3150 -2.1635 -0.5675
H -6.8720 -1.4862 1.8104
H -6.4378 0.1529 1.2325
H -3.5141 -3.1539 0.5521
H -1.2603 -4.0948 0.2140
H 1.5448 -2.0022 -0.9888
H 3.2381 -5.0206 -0.4954
H 3.1387 -3.5946 -1.5831
H 4.5071 2.5474 -1.2815
H 5.6512 2.1214 0.0052
H 3.9967 2.4414 1.6123
H 2.4433 2.9378 -1.6815
H 0.0606 3.1994 -1.9494
H -3.4388 3.3870 -0.9153
H -2.1371 2.6231 -1.8500
H -2.0921 4.3815 -1.5423
H -0.4780 2.8715 2.2734
H 1.9571 2.6271 2.5563
H 4.9097 -0.1581 2.3977
H 5.9037 -1.3827 1.5891
H 6.2395 0.3449 1.3259
H 0.1899 -0.2191 -0.8730
H -2.0783 0.7135 -0.5001
*
```

Computed properties:
Structure (SMILES) ... CCOC(=O)c1ccc(NC(=O)CSc2nnc(CNc3ccc(OC)cc3)n2C)cc1
E_tot ... -49696.204 eV


Record 2
This record from OMol25 describes C22H25N6O2PrS5Sb as an isolated structure. The level of theory is wB97M-V/def2-TZVPD.

The geometry in ORCA input format:
```
! wB97M-V def2-TZVPD RIJCOSX def2/J DEFGRID3
* xyz 0 4
Pr 0.5183 -0.0570 -0.0497
N 0.1593 0.4592 2.6472
C -0.7781 1.2610 3.4541
C -2.1821 1.1770 2.8782
C -2.3659 2.0233 1.6086
C -2.9833 1.2885 0.4217
N -1.9579 1.0071 -0.5967
H 0.0059 -0.5310 2.8347
H 1.1177 0.6104 2.9523
H -0.4300 2.2966 3.4467
H -0.7695 0.9225 4.4949
H -2.8987 1.4773 3.6450
H -2.3999 0.1237 2.6725
H -1.3901 2.4117 1.2960
H -2.9377 2.9229 1.8446
H -3.8207 1.8510 -0.0041
H -3.3898 0.3257 0.7384
H -1.6814 1.8625 -1.0707
H -2.3269 0.3867 -1.3110
C 0.4824 5.7842 1.4786
C 0.1485 5.8269 0.1316
C 0.2412 4.6964 -0.6615
C 0.6750 3.4858 -0.1087
C 1.0105 3.4476 1.2464
C 0.9153 4.5861 2.0298
N 0.7145 2.3003 -0.8726
N 0.8240 2.5568 -2.1697
C 0.6516 1.4767 -2.9803
C 0.9939 1.6652 -4.3419
C 0.8511 0.6235 -5.2131
C 0.3678 -0.6107 -4.7434
C 0.0727 -0.7300 -3.4091
N 0.2088 0.2858 -2.5272
H 0.4086 6.6747 2.0878
H -0.1946 6.7535 -0.3113
H -0.0180 4.7300 -1.7087
H 1.3648 2.5254 1.6851
H 1.1920 4.5354 3.0758
H 1.3684 2.6309 -4.6467
H 1.1172 0.7480 -6.2549
H 0.2476 -1.4640 -5.3938
H -0.2713 -1.6673 -2.9935
S 2.0852 -2.1254 2.0631
Sb 3.9181 -1.4591 0.9183
S 3.1419 -0.2591 -1.1135
S 3.3737 0.9472 0.5963
O 2.8039 -3.4686 -1.1350
S 1.4253 -3.7436 -1.4222
O 1.0439 -3.9985 -2.7797
N 0.4546 -2.5320 -0.8234
C -0.3986 -2.9726 0.0670
S -1.5932 -1.9752 0.7505
C -0.2175 -4.4115 0.4179
C -0.8897 -5.1787 1.3513
C -0.5153 -6.5083 1.4900
C 0.5012 -7.0582 0.7117
C 1.1757 -6.2888 -0.2304
C 0.7860 -4.9704 -0.3431
H -1.6748 -4.7444 1.9554
H -1.0172 -7.1320 2.2168
H 0.7678 -8.0976 0.8449
H 1.9675 -6.7032 -0.8376
*
```

Computed properties:
E_tot ... -111042.695 eV


Record 3
This record from OMol25 describes C22H26BClLiN3O3 as an isolated structure. The level of theory is wB97M-V/def2-TZVPD.

The geometry in ORCA input format:
```
! wB97M-V def2-TZVPD RIJCOSX def2/J DEFGRID3
* xyz 0 1
Li -1.2252 1.2621 -2.3536
C 4.1111 -2.5131 -0.2060
C 2.8166 -2.6264 0.6070
C 2.8968 -3.9401 1.4027
C 1.6275 -2.7412 -0.3574
C 2.6724 -1.4087 1.5862
O 3.7213 -1.4519 2.5624
C 1.3006 -1.4199 2.2921
C 1.1633 -0.5875 3.5792
C 0.8180 0.8695 3.3933
C -0.4743 1.2421 3.0287
C -0.8169 2.5719 2.8350
C 0.1491 3.5490 3.0176
Cl -0.2642 5.2175 2.7786
C 1.4350 3.2112 3.4043
C 1.7574 1.8749 3.5956
C 3.0076 -0.0551 0.9282
N 2.1816 0.3458 -0.2030
C 0.9511 0.8488 -0.2185
N 0.5636 1.0745 -1.4635
C 1.6445 0.6732 -2.1923
N 2.6459 0.2378 -1.4700
H 4.2674 -3.4388 -0.7623
H 4.9727 -2.3645 0.4472
H 4.0736 -1.7017 -0.9308
H 3.0007 -4.7665 0.6989
H 2.0047 -4.1415 1.9972
H 3.7729 -3.9811 2.0530
H 1.7580 -3.6345 -0.9710
H 1.5592 -1.8952 -1.0412
H 0.6760 -2.8482 0.1637
H 3.6233 -2.2532 3.0872
H 1.0856 -2.4558 2.5584
H 0.5150 -1.1408 1.5853
H 2.0775 -0.6737 4.1669
H 0.3680 -1.0428 4.1740
H -1.2343 0.4790 2.8967
H -1.8217 2.8518 2.5501
H 2.1724 3.9870 3.5574
H 2.7624 1.6097 3.9040
H 4.0274 -0.0959 0.5573
H 2.9572 0.7240 1.6830
H 0.3864 1.0718 0.6711
H 1.6932 0.7227 -3.2674
O -3.5291 1.6929 -4.4660
B -3.1896 1.3080 -3.1310
O -4.4241 0.9974 -2.4830
C -5.4297 1.1918 -3.3875
C -6.7859 1.0235 -3.2225
C -7.5968 1.2979 -4.3254
C -7.0518 1.7219 -5.5321
C -5.6741 1.8883 -5.6846
C -4.8870 1.6135 -4.5892
H -7.1982 0.6938 -2.2785
H -8.6689 1.1789 -4.2380
H -7.7063 1.9276 -6.3690
H -5.2389 2.2182 -6.6182
*
```

Computed properties:
E_tot ... -47254.711 eV


ΔE to the lowest compared entry with this formula, charge and spin across the listed records, respectively: 10.74 0.00 37.61 kJ/mol.